[1]
Density functional theory data (the ωB97M-V functional and the def2-TZVPD basis) for C37H33N8O4PtSe as an isolated structure.

```
84
Properties=species:S:1:pos:R:3:forces:R:3
H -3.32561 -2.46746 1.93154 0.022 -0.009 -0.037
H 0.58660 6.61334 0.55934 0.010 0.006 -0.003
C 0.95021 4.05729 1.02000 -0.015 0.016 -0.008
C 6.51194 -4.76175 -0.16592 -0.018 0.006 0.003
H 6.40764 -7.37802 0.18054 0.002 -0.002 0.000
H 9.99959 -10.12735 -0.85779 0.001 0.000 -0.001
C 2.67341 -2.42076 0.00222 -0.002 -0.012 0.003
O -3.29762 -2.65159 2.90446 -0.038 -0.014 0.076
C 0.24206 2.49142 -1.08496 -0.027 0.012 0.001
C 8.95592 -5.25744 -0.42733 -0.004 0.004 -0.001
H 0.60885 0.14320 4.93630 -0.006 -0.001 -0.006
H 2.51992 -5.80506 0.19413 0.000 0.001 -0.003
H 9.17815 -4.21079 -0.59918 0.002 -0.002 0.000
H 1.25210 4.63823 1.88096 0.002 -0.004 -0.001
H -0.80691 -1.30962 6.36734 -0.002 0.000 -0.002
C 0.82828 -4.44312 0.21231 0.019 -0.012 0.000
C -1.45611 -1.13379 2.55013 -0.015 0.028 -0.042
C 3.54189 -1.34184 -0.15335 0.001 0.018 0.007
H -6.38926 -1.06436 0.49650 0.003 0.000 0.002
C 2.18896 -4.77578 0.16041 -0.010 0.015 0.010
C -5.43759 -0.27092 2.33520 0.012 0.002 0.016
N 5.25336 -5.11318 -0.02996 0.007 -0.013 -0.004
O -1.06836 -0.26697 0.32080 -0.049 -0.008 -0.029
O 10.84955 -8.31657 -0.28952 0.005 -0.004 0.001
C 7.42043 -7.04229 0.00406 -0.007 0.003 0.002
H -4.26351 2.05896 3.97021 -0.002 -0.001 -0.005
H -4.54438 1.40239 -1.46703 0.006 0.000 0.004
H -0.59749 -2.84793 0.18201 0.065 -0.033 -0.023
C -3.85045 1.08508 3.71601 0.022 -0.001 0.019
C 0.44872 -3.12074 0.16952 -0.059 0.001 -0.003
C 3.75436 0.98960 -0.39282 0.009 -0.010 -0.006
C 0.42419 4.68223 -0.12270 0.017 -0.027 -0.012
N 1.33358 -2.11705 0.08871 0.016 -0.001 -0.007
C -2.01182 -1.99741 4.75010 -0.003 -0.003 0.001
C 10.00177 -6.15399 -0.45175 0.012 0.003 -0.002
C -4.62622 0.37863 -1.11365 0.003 -0.011 0.004
Se -2.65214 2.16857 0.80230 0.018 0.011 0.024
H 11.63510 -10.16201 -0.16243 0.001 -0.001 0.000
C 4.54446 -3.94228 -0.05157 0.006 0.008 -0.004
H -2.76953 1.14763 3.62343 0.014 -0.004 -0.005
H 5.69323 1.78412 -0.67557 -0.002 -0.001 0.002
H -5.89383 -0.73543 3.19092 0.001 0.004 -0.002
Pt 0.98931 -0.13736 0.06585 -0.022 -0.055 0.107
C 0.06472 3.84823 -1.19331 -0.001 0.007 0.005
H -0.02482 1.82892 -1.89693 -0.001 -0.002 0.005
H -0.34353 4.26136 -2.10588 0.004 -0.001 0.002
H 0.18494 0.22630 2.50437 0.034 0.049 -0.033
H 8.25089 -9.00260 0.14183 -0.001 0.002 0.000
N 2.95671 -0.08593 -0.20074 0.018 0.019 -0.019
C 5.11144 0.88753 -0.52043 -0.004 0.002 0.001
C -4.02808 1.01683 1.21808 -0.005 -0.009 -0.001
C -0.99146 -1.25251 5.30210 -0.004 -0.004 -0.001
N -4.41594 0.61850 2.45180 0.004 -0.013 -0.021
H -2.63449 -2.64184 5.35679 0.000 0.002 -0.003
H 1.51781 2.19618 1.90029 -0.007 -0.020 0.009
H 11.01736 -5.82840 -0.63126 -0.003 0.001 0.000
C -2.26204 -1.94063 3.37660 -0.012 -0.002 0.006
H 7.50678 -2.89982 -0.37389 0.002 0.000 0.001
C 9.76228 -7.51286 -0.24702 -0.015 0.005 0.003
N -4.82132 0.37520 0.33346 0.027 -0.022 0.008
N 6.64428 -3.40380 -0.27602 0.015 0.002 -0.006
C -5.68505 -0.42960 1.00374 0.001 -0.003 -0.015
N 0.26534 6.02210 -0.18507 -0.032 0.002 0.009
H -4.10020 0.35888 4.48383 -0.005 -0.006 -0.001
C 5.73510 -0.38091 -0.45604 0.011 -0.001 0.000
C -1.76696 -1.02663 1.09473 0.053 0.067 0.043
H 6.80908 -0.46368 -0.55738 -0.002 -0.002 0.000
N 0.74761 1.90158 0.01061 -0.012 0.005 -0.017
C 1.09382 2.69384 1.03891 0.012 -0.006 0.000
H 10.23170 -9.90773 0.89834 0.001 0.000 0.001
O -2.76948 -1.61850 0.65478 -0.061 0.041 -0.077
H 0.06706 -5.20608 0.27897 -0.002 0.003 0.000
C 7.64704 -5.68657 -0.19734 0.012 -0.002 -0.002
C -0.19518 -0.43418 4.50049 0.011 0.007 -0.015
H 3.26274 1.95010 -0.44798 -0.001 0.002 -0.005
C 10.65238 -9.70645 -0.08957 -0.002 0.002 -0.001
H -5.48458 -0.10416 -1.57109 -0.004 0.003 0.003
C 4.94947 -1.49771 -0.27558 0.001 0.009 -0.009
H -3.71770 -0.17755 -1.33742 0.005 -0.008 -0.001
C 5.38401 -2.86286 -0.20346 -0.023 -0.005 0.011
H -0.04405 6.46458 -1.03097 0.010 0.004 -0.002
C -0.43252 -0.38852 3.14265 -0.018 -0.020 0.043
C 3.11978 -3.76902 0.04810 0.001 -0.013 0.000
C 8.46252 -7.95593 -0.01878 0.000 -0.008 0.001
```
Forces are in eV/Å.

Frontier orbital gap (alpha / beta), eV: 5.1284 / 3.7519
Multiplicity: 3
ΔE to the lowest compared entry with this formula, charge and spin, eV: 0.5917
Charge: +1
E_LUMO (alpha / beta), Ha: -0.0693 / -0.1943
Highest occupied orbital energy (alpha / beta), Eh: -0.258 / -0.332

[2]
Density functional theory data (the ωB97M-V functional and the def2-TZVPD basis) for C37H34AgN4O6P as an isolated structure.

```
83
Properties=species:S:1:pos:R:3:forces:R:3
C -1.74389 -1.40842 -4.19505 -0.121 0.056 0.063
H 5.03807 -2.81699 2.07231 -0.011 0.005 -0.003
H 3.96475 3.99823 3.01338 0.025 -0.035 0.002
H 4.25820 -4.81356 0.83942 -0.008 -0.006 0.006
C 0.54284 -0.31262 2.79916 -0.222 -0.068 -0.103
C -3.79578 -2.19836 -1.33468 -0.025 -0.051 0.216
C -0.05446 4.99332 -0.97384 0.071 -0.033 -0.019
H -3.94974 -3.06843 -1.97595 0.013 0.020 -0.032
O 3.08493 2.19900 -0.66802 -0.025 0.185 0.201
O -3.89948 3.42240 -1.18304 0.080 0.342 -0.019
O -2.98477 -1.27654 3.33147 0.097 0.031 0.181
H 3.83611 0.64347 0.47358 -0.011 -0.029 0.019
C -1.87892 -1.10186 2.54921 -0.304 -0.076 -0.314
H -2.64801 -3.95574 1.42924 0.032 -0.040 -0.015
H -3.10669 -4.65425 -0.12995 0.016 -0.004 -0.007
N 2.51468 1.09818 -4.43913 -0.031 -0.044 0.079
C -1.55541 3.15336 -1.08044 0.292 0.153 -0.057
C -1.36218 4.52213 -1.01088 -0.099 -0.011 -0.017
C 1.53793 0.07273 3.70233 -0.066 -0.035 -0.054
H -4.58615 -1.47281 -1.53282 0.011 0.019 -0.028
C 2.07227 -1.60991 0.95746 -0.082 -0.007 -0.251
C 0.42104 0.01950 -5.00355 -0.206 0.030 -0.074
C 2.41614 -3.89218 0.23334 0.003 -0.122 -0.042
C 1.79966 1.41828 0.90910 0.132 -0.395 -0.424
C -3.77795 -2.61212 0.13519 0.182 0.041 -0.084
C 0.98826 4.09008 -0.96209 -0.059 -0.047 -0.135
H -2.19466 -1.69131 -6.27195 -0.033 0.015 0.029
H 0.78444 0.11272 -2.87370 -0.084 0.198 0.018
C 4.06281 2.48312 1.56008 0.026 -0.094 -0.140
C -0.65392 -0.82721 3.33042 0.164 0.143 0.240
H -0.21847 -0.31635 -7.01573 -0.004 0.020 -0.005
C 3.31510 1.58945 0.62460 -0.093 0.004 0.094
C 3.30007 -1.65661 1.61439 -0.010 -0.050 0.000
H 2.02219 4.39868 -0.90441 -0.001 -0.007 0.058
H -1.68011 -1.43561 5.11392 -0.001 0.023 -0.011
C 1.95913 3.34686 2.44374 -0.176 -0.068 0.027
C 1.40562 -0.10083 5.06643 0.055 0.029 0.059
C 0.69701 2.72330 -1.00926 0.022 0.170 -0.026
C 1.21742 2.43473 1.80681 -0.016 0.075 -0.087
C 1.64278 -2.74202 0.26691 0.018 0.127 -0.001
C -2.90684 2.53196 -1.08139 -0.197 -0.362 0.013
C 4.08155 -2.80077 1.56419 0.068 0.008 0.037
H 1.48755 4.07717 3.09000 -0.011 0.011 -0.036
C 1.73030 1.66650 -0.70143 -0.025 -0.436 0.178
H -2.20423 5.19736 -0.97153 -0.013 -0.031 -0.045
N -2.06609 -1.16134 1.29106 -0.022 -0.076 -0.039
C 1.60455 0.84673 -5.40900 0.278 -0.081 -0.054
H 5.14492 2.42847 1.53318 -0.003 0.096 0.087
P 0.89080 -0.20422 0.96481 0.307 0.085 0.872
O 1.61258 0.50377 -1.29175 0.210 0.401 -0.475
C -2.77442 -3.74121 0.36547 -0.111 0.096 0.051
H -4.40932 -2.59625 2.65447 0.035 0.013 0.013
N -0.54982 2.27627 -1.09952 -0.053 0.094 0.097
C 3.64410 -3.92311 0.87536 -0.040 0.047 -0.008
C -0.43088 -0.49617 -5.97025 0.043 -0.018 0.107
H 0.14091 6.05653 -0.92586 -0.015 0.005 -0.010
C 0.12806 -0.21737 -3.67086 0.196 -0.224 -0.063
O -3.11242 1.34435 -0.98192 -0.081 0.147 -0.050
C -4.07661 -1.57271 2.46208 -0.045 -0.085 -0.205
C 0.25401 -0.67858 5.57768 0.060 0.011 -0.021
H -1.80183 -3.45813 -0.03978 0.034 -0.036 0.053
C 3.41396 3.32287 2.36861 0.162 0.040 0.003
H 3.65890 -0.81118 2.18457 -0.005 0.046 -0.030
H -4.74061 2.95031 -1.15499 -0.057 -0.178 0.005
H 3.32107 1.64371 -4.68657 -0.002 0.026 -0.054
H -2.84054 -1.73712 -1.59544 0.022 -0.018 -0.080
H -4.89494 -0.88697 2.67771 0.026 0.000 0.042
N -0.94208 -0.90033 -3.25866 -0.087 0.032 0.110
H -4.77423 -2.97965 0.40515 -0.035 0.055 -0.014
H -3.89951 -0.50682 0.56658 -0.016 -0.002 -0.001
H 0.13679 2.42265 1.92342 0.007 0.062 0.053
H 2.20192 0.21448 5.72980 0.002 -0.016 -0.017
H 2.45319 0.74075 -3.49446 -0.065 0.102 0.032
H 0.14670 -0.84361 6.64161 -0.022 0.003 -0.004
H 2.06334 -4.76653 -0.29990 -0.010 0.028 -0.012
C -1.52212 -1.24263 -5.55369 0.044 0.002 -0.059
H -2.60526 -1.96154 -3.83783 0.014 -0.005 -0.039
C -0.76735 -1.01900 4.71594 -0.053 -0.027 -0.040
C -3.49585 -1.40156 1.04742 -0.180 -0.067 0.146
H 2.44148 0.53156 3.32425 0.028 0.009 -0.004
Ag -0.95059 -0.14345 -0.84245 0.114 -0.179 0.094
H 0.68892 -2.70557 -0.24825 0.017 -0.040 -0.039
O 1.72905 1.24457 -6.55584 -0.067 -0.004 0.058
```
Forces are in eV/Å.

Frontier orbital gap, eV: 7.4690
Multiplicity: 1
Charge: 0
E_LUMO, Ha: -0.0035
Highest occupied orbital energy, Eh: -0.278